1.
A molecular structure, C24H26N2O4SW, computed with ωB97M-V with the def2-TZVPD basis set.

Its HOMO-LUMO gap (spin up / spin down) is 6.863 / 6.863 eV. As for the total charge: +2. For the energy relative to the best compared isomer or geometry (same formula, charge and spin), the calculation gives 22.0 kJ/mol. As for the LUMO energy (spin up / spin down): -7.22 / -7.22 eV.

Atoms and positions in Å:
W (0.312, 0.008, -0.252)
C (1.904, 1.068, 2.910)
C (1.576, -0.017, 1.929)
C (2.458, -0.292, 0.881)
C (3.719, 0.488, 0.660)
C (2.206, -1.463, 0.069)
C (3.216, -1.881, -0.959)
C (1.116, -2.320, 0.323)
C (1.038, -3.660, -0.342)
C (0.084, -1.881, 1.188)
C (-1.141, -2.737, 1.342)
C (0.325, -0.721, 1.996)
C (-0.641, -0.367, 3.099)
H (2.836, 0.808, 3.416)
H (1.142, 1.201, 3.668)
H (2.068, 2.021, 2.409)
H (3.780, 0.814, -0.377)
H (4.586, -0.144, 0.861)
H (3.783, 1.359, 1.302)
H (3.858, -2.645, -0.510)
H (3.838, -1.060, -1.289)
H (2.736, -2.310, -1.836)
H (0.532, -3.602, -1.308)
H (0.494, -4.365, 0.281)
H (2.035, -4.058, -0.509)
H (-0.959, -3.512, 2.091)
H (-1.379, -3.230, 0.402)
H (-2.014, -2.174, 1.655)
H (-0.813, 0.703, 3.168)
H (-0.213, -0.691, 4.050)
H (-1.597, -0.867, 2.996)
O (-1.555, 3.608, 1.121)
C (-0.931, 2.680, 0.455)
O (-0.280, 1.766, 0.991)
C (-0.916, 2.754, -0.998)
C (-1.342, 3.788, -1.803)
C (-0.944, 3.777, -3.140)
C (-0.063, 2.803, -3.580)
C (0.319, 1.800, -2.699)
N (-0.167, 1.741, -1.465)
C (1.451, 0.832, -2.896)
O (2.046, 0.704, -3.924)
O (1.744, 0.251, -1.742)
H (-1.407, 3.535, 2.079)
H (-1.931, 4.597, -1.393)
H (-1.267, 4.568, -3.803)
H (0.363, 2.809, -4.575)
S (-0.632, -1.237, -2.125)
C (-2.115, -0.919, -1.276)
C (-3.410, -1.295, -1.606)
C (-4.433, -0.894, -0.771)
C (-4.153, -0.126, 0.362)
C (-2.850, 0.220, 0.624)
N (-1.846, -0.174, -0.185)
H (-3.592, -1.886, -2.492)
H (-5.455, -1.174, -0.993)
H (-4.941, 0.195, 1.028)
H (-2.578, 0.803, 1.492)



2.
A molecular structure, C24H26N4S2SiSn in a non-equilibrium geometry, computed with ωB97M-V with the def2-TZVPD basis set.

Its HOMO-LUMO gap is 4.437 eV. As for the total charge: 0. For the energy relative to the best compared isomer or geometry (same formula, charge and spin), the calculation gives 0.0 kJ/mol. As for the LUMO energy: -0.22 eV.

Atoms and positions in Å:
C (0.639, 1.634, 1.359)
C (-0.470, 2.066, 0.583)
C (-1.648, 1.762, 1.267)
H (-0.400, 2.561, -0.387)
C (-1.285, 1.171, 2.532)
C (0.154, 1.095, 2.560)
H (0.743, 0.824, 3.432)
H (1.694, 1.761, 1.098)
H (-2.672, 1.965, 0.955)
H (-1.924, 1.107, 3.405)
Sn (-1.371, -1.063, 1.607)
C (-1.045, -1.931, -0.281)
H (0.019, -1.668, -0.402)
H (-1.048, -2.643, -1.197)
H (-1.585, -1.170, -0.882)
Si (0.214, -0.045, -3.029)
C (2.066, 0.036, -3.325)
C (2.843, 1.055, -2.771)
H (2.358, 1.980, -2.486)
C (4.206, 0.855, -2.489)
H (4.813, 1.674, -2.096)
C (4.836, -0.371, -2.783)
H (5.928, -0.517, -2.624)
C (4.044, -1.407, -3.313)
H (4.503, -2.356, -3.581)
C (2.683, -1.206, -3.573)
H (2.037, -2.024, -3.888)
C (-0.985, 1.335, -3.331)
C (-0.706, 2.306, -4.317)
H (0.196, 2.232, -4.919)
C (-1.554, 3.394, -4.509)
H (-1.298, 4.187, -5.207)
C (-2.754, 3.510, -3.782)
H (-3.424, 4.378, -3.888)
C (-3.074, 2.514, -2.852)
H (-4.005, 2.578, -2.264)
C (-2.219, 1.410, -2.666)
H (-2.500, 0.603, -1.997)
H (0.310, 0.084, -1.514)
H (-0.102, -1.077, -4.027)
N (-4.098, -0.961, 3.591)
C (-3.078, -1.600, 4.170)
N (-1.906, -1.797, 3.561)
C (-0.946, -2.365, 4.416)
C (-1.452, -2.628, 5.682)
S (-3.144, -2.225, 5.809)
C (0.375, -2.364, 3.890)
C (1.586, -2.608, 4.520)
S (2.912, -2.207, 3.535)
C (1.810, -1.681, 2.288)
N (0.521, -1.834, 2.597)
N (2.323, -1.112, 1.183)
H (-4.981, -0.872, 4.095)
H (-4.010, -0.567, 2.653)
H (-0.857, -3.108, 6.466)
H (1.666, -3.046, 5.505)
H (3.328, -1.014, 1.101)
H (1.729, -0.607, 0.521)